Entry 1:
Computed, not measured: a cluster of 2 separate species, C5H13NO in total, with the ωB97M-V functional and the def2-TZVPD basis.

Geometry (Å):
C: -0.10053 0.78214 1.68878
C: -0.89429 0.41102 0.51344
N: -0.99785 -0.87114 -2.11235
C: -0.65098 0.49195 -2.01697
C: -1.01030 1.15019 -0.85174
C: -0.06184 1.14720 -3.20253
H: 0.44353 1.81970 1.41932
H: -0.82010 0.99124 2.53891
H: 0.60504 -0.02278 1.90979
H: -1.95090 0.24736 0.78425
H: -0.44809 -0.55172 0.16559
H: -1.18764 -1.22811 -3.14618
H: -1.86543 -1.07339 -1.56417
H: -0.94969 2.23246 -0.78556
H: 0.81574 0.55320 -3.53363
H: -0.78463 1.42417 -3.95859
H: 0.30946 2.15095 -2.72839
H: 2.54361 -3.68307 4.82131
H: 3.50359 -2.48905 5.00652
O: 3.50131 -3.48231 5.05220

Cartesian forces (eV/Å) of the 6 atoms listed first:
C 0.7 3.9 0.8
C -2.5 -2.4 -3.2
N -0.5 -0.8 -1.8
C -1.6 -0.3 1.6
C 2.0 -0.1 0.3
C 1.4 2.1 1.7

HOMO energy (alpha / beta)   1.14 / -3.39 eV
Spin multiplicity   2
LUMO level (alpha / beta)   2.7 / 2.6 eV
Total charge   -1
HOMO-LUMO gap (alpha / beta)   0.0553 / 0.2189 Eh

Löwdin population analysis, charges in e, atoms 1 to 2:
1. C -0.168
2. C -0.386



Entry 2:
Computed, not measured: the molecule C3H6N2O, with the ωB97M-V functional and the def2-TZVPD basis.

Geometry (Å):
O: 2.69973 -0.78398 0.85629
C: 1.51808 -0.59352 1.03611
N: -0.00475 1.24215 -1.35820
C: -0.98284 0.78091 -0.69878
C: -0.79340 -0.39517 0.23225
N: 0.52816 -0.96240 0.16742
H: -0.29320 2.03287 -1.93479
H: -2.00807 1.17342 -0.75600
H: 1.11544 -0.13290 1.96104
H: -0.98669 -0.06754 1.26278
H: -1.55419 -1.15637 0.01227
H: 0.87293 -1.18205 -0.75927

Cartesian forces (eV/Å) of the 6 atoms listed first:
O -0.4 0.1 0.1
C 0.1 -0.1 0.0
N -0.4 0.0 0.1
C 0.2 0.0 -0.1
C 0.0 0.0 0.1
N 0.2 0.1 0.0

HOMO energy   -9.80 eV
Spin multiplicity   1
LUMO level   0.8 eV
SMILES string   [H]/N=C/CNC=O
Total charge   0
HOMO-LUMO gap   0.3894 Eh

Löwdin population analysis, charges in e, atoms 1 to 2:
1. O 0.023
2. C -0.369



Number 1: total energy -328.1705 Eh. Number 2: total energy -302.6517 Eh.